This record from the OMol25 dataset describes a cluster of 2 separate species, C8H9NOS in total in a non-equilibrium geometry. The level of theory is ωB97M-V/def2-TZVPD.

```
20
Properties=species:S:1:pos:R:3:forces:R:3:nbo_charge:R:1
C -0.359987 2.678180 0.125441 0.2 -0.7 -1.1 -0.170
C -1.320420 1.869045 0.747002 2.0 -1.7 -1.8 -0.234
C 0.592376 2.172456 -0.764331 -2.1 -2.4 1.6 -0.249
C -1.301209 0.474051 0.503214 2.1 0.4 0.6 -0.160
C 0.626828 0.788622 -0.916949 -0.8 0.1 -0.1 0.142
C -0.232138 -0.043488 -0.240792 -1.0 -0.7 0.7 -0.276
C 1.181959 -1.236086 -2.043428 -1.5 0.0 2.7 -0.232
C -0.132059 -2.391488 2.340059 -4.6 -0.5 0.3 -0.509
N 1.338156 0.094705 -1.843301 3.3 1.9 -2.0 -0.538
O -1.021927 -2.462231 -1.192871 -0.2 -0.4 0.6 -0.955
S 0.160842 -1.821244 -0.572921 -0.4 1.1 -1.9 1.230
H -0.352640 3.738175 0.090641 -0.6 0.9 0.8 0.214
H -2.021619 2.238202 1.391175 -1.7 1.1 1.4 0.214
H 1.017512 2.754339 -1.486059 1.6 1.8 -1.4 0.210
H -1.861004 -0.228875 1.089689 -0.8 0.0 -0.1 0.227
H 2.049231 -1.803556 -2.246035 0.8 -0.6 -0.6 0.190
H -0.583276 -1.450526 2.566742 0.3 0.4 0.1 0.174
H -0.717482 -3.299137 2.429045 -0.7 0.3 -0.1 0.167
H 0.801029 -2.683156 2.295247 5.0 -0.2 -0.2 0.155
H 2.135826 0.612012 -2.271567 -1.0 -0.9 0.3 0.401
```
Forces are in eV/Å.

Results
Electronic energy (eV): -22809.00506
HOMO-LUMO gap (spin up / spin down) (eV): 8.054 / 7.238
ΔE to the lowest compared entry with this formula, charge and spin (eV): 6.241
Total charge: 0